Density functional theory data (wB97M-V/def2-TZVPD) for a structure of composition C54H42ClMnN10O4S3 at a distorted geometry.

Positions of all 115 atoms, in Å:
N 2.5752 -1.7004 0.9597
S -2.1950 -0.3853 0.1113
C 1.3015 5.6350 1.0522
H 0.2911 3.1979 -3.9758
C 4.1653 -5.4867 3.9192
N 2.5949 -1.7749 -1.8444
C -2.6393 2.3251 -4.1386
H 1.8912 4.3412 2.6565
H -5.5108 -3.0376 -2.3500
N -0.7129 1.9018 -1.9855
H 4.3435 -7.1864 5.2195
C -3.1771 2.3334 -2.8636
H -5.6380 -1.6086 2.8985
C 4.8036 -6.6029 4.4339
C -3.4679 2.5570 -5.2246
H 6.5973 -4.6667 1.7286
H -2.6961 -5.2764 -0.0371
C 0.9682 -1.4268 2.5841
C 2.3500 -1.9812 2.2477
C 3.1065 -2.8935 2.9514
H -4.7328 -2.1701 4.9709
C -2.3722 4.6864 -0.7562
S 0.8310 1.7991 -1.3666
C 0.9714 3.3390 -0.4179
H -3.2193 3.8971 2.9289
C 0.8879 5.7176 -0.2684
H -1.5878 2.1219 -4.2557
H 2.8906 -3.0967 3.9859
O -0.3248 -5.5375 -0.8315
C -4.6734 -3.0447 -1.6731
S -2.1584 1.9771 -1.4256
C -2.6287 5.7156 0.1364
C -3.1034 -4.3315 -0.3618
H -4.4705 -0.9034 -1.6070
C 3.1419 1.8523 -2.7507
H 5.0493 1.8993 -3.7102
H -2.8035 2.0567 1.3279
C -1.6129 -0.9110 3.9915
C -4.0861 -1.8544 -1.2675
C -4.6242 -1.2876 3.0914
Mn 0.8634 -0.9297 0.3338
C 3.7372 -1.9949 -1.0947
H 0.7122 6.6787 -0.7272
H 1.8393 3.7710 -5.8208
N -0.4501 -1.1529 4.6370
C 6.5789 -6.3441 3.0566
H 1.4430 6.5388 1.6239
H -2.4593 -2.0534 5.5380
H 5.0988 -3.8126 0.3741
C 1.8084 2.2189 -2.8339
H -2.1645 4.8958 -1.7947
C 3.5374 2.8725 -4.8802
C 4.7912 -4.7516 2.9096
C 4.3710 -3.2706 0.9550
H 1.8198 -1.2015 -3.6602
O -1.0680 -3.0616 -0.6584
C 1.3307 2.9168 -3.9279
N 0.8463 -0.0827 2.0052
H 5.8768 -2.0083 -1.1743
C -5.3537 2.7642 -3.7480
C 2.7384 -1.3679 -3.1219
H 1.6075 2.2592 1.2890
C -2.9724 4.1216 1.9029
H 7.5351 -6.7312 2.7299
H 0.4065 4.6077 -2.0434
O 0.1782 -2.1879 1.7385
C 3.9854 -1.1941 -3.6620
C 1.5547 4.4023 1.6339
C -3.0247 -1.8588 -0.4011
C 1.3991 3.2426 0.8920
C -2.9231 5.4340 1.4618
H -3.0576 2.5565 -6.2218
H -4.6363 -5.1921 -1.5105
H -4.9295 2.5146 -1.6529
N -2.9354 0.7925 -0.7763
H -0.0948 1.1002 3.4163
O 1.4065 -1.9991 -1.3606
C -1.5965 -0.2566 2.7687
H 3.4670 1.3080 -1.8779
C -2.7867 -1.2469 4.8752
C -0.3534 0.5836 2.4748
C -4.8215 2.7796 -5.0288
H -2.9291 -0.3698 5.5281
H -6.4102 2.9236 -3.6005
H -5.4670 2.9508 -5.8762
H -3.1346 6.2380 2.1495
N 1.4597 0.6347 -0.7032
C 4.1179 -3.6092 2.2803
H -0.6129 1.3531 1.7380
H -4.5852 -0.5641 1.0927
C -2.7270 3.0880 1.0152
C 2.2027 3.2364 -4.9571
C -2.3454 -3.1081 0.0367
C 3.5849 -2.3166 0.3106
C -4.1060 -1.6113 4.2895
N -0.7438 -0.3096 -0.1647
Cl 0.0387 -4.2273 -0.1749
C 0.7172 4.5617 -1.0119
C -4.5327 2.5411 -2.6557
C -2.6760 -0.2710 1.8510
H -2.1155 -3.0915 1.1164
H 1.5274 -1.4420 4.7312
H 4.1075 -0.8550 -4.6787
N 5.9792 -7.0319 4.0122
H 4.2105 3.1285 -5.6827
C 0.6717 -1.3706 4.0722
H 3.1840 -5.2199 4.2757
C -3.9844 -0.6695 1.9858
C -4.1639 -4.2727 -1.1998
C 4.9658 -1.8303 -1.7303
C -2.4185 3.3790 -0.3022
C 6.0437 -5.2010 2.4844
H -2.6131 6.7388 -0.2050
C 4.0106 2.1822 -3.7757
N 5.1131 -1.4338 -2.9735

Atomic forces in eV per Å
N 2.06 -0.84 0.32
S 1.99 1.31 -0.92
C 0.02 0.00 0.05
H -0.11 0.06 -0.04
C 0.14 0.17 -0.24
N 0.50 -0.41 0.63
C 0.32 -0.01 0.27
H 0.03 0.00 0.13
H -0.10 0.05 -0.08
N -0.56 0.15 -0.23
H -0.11 -0.01 0.06
C 0.07 -0.02 0.12
H -0.13 -0.04 0.02
C -0.26 0.12 0.11
C -0.07 0.00 0.05
H 0.09 0.02 -0.08
H -0.03 -0.08 0.06
C -0.59 0.19 0.29
C -0.21 0.15 -0.03
C 0.63 -0.30 -0.35
H -0.15 -0.08 -0.03
C -0.05 0.00 -0.12
S 1.64 -0.83 1.04
C -0.18 -0.30 -0.28
H -0.01 -0.03 0.10
C 0.05 -0.10 -0.15
H 0.12 -0.02 -0.11
H -0.06 -0.05 0.12
O 0.25 0.01 -0.07
C -0.03 -0.40 -0.11
S 0.39 -0.01 0.19
C -0.02 -0.08 -0.11
C -0.04 0.13 -0.10
H -0.07 0.05 -0.06
C -0.06 -0.03 0.17
H 0.13 -0.04 0.01
H -0.07 0.05 0.12
C -0.93 0.55 -2.23
C 0.47 0.61 0.39
C -0.35 -0.40 1.13
Mn 0.54 -0.59 -1.22
C -0.60 0.51 -1.09
H -0.03 0.10 -0.02
H -0.04 0.06 -0.09
N 1.41 0.09 1.37
C 0.15 0.21 -0.22
H 0.01 0.10 0.08
H -0.10 0.13 -0.03
H 0.10 -0.09 -0.03
C -0.51 0.16 0.08
H 0.04 0.06 -0.12
C 0.03 0.00 -0.02
C 0.38 -0.58 0.32
C -0.23 0.27 -0.51
H -0.10 -0.02 0.05
O 0.58 -0.32 -0.44
C -0.06 -0.05 -0.04
N 0.88 0.85 1.60
H -0.02 -0.02 0.17
C 0.04 0.01 0.09
C -0.52 -0.05 0.06
H 0.07 -0.17 0.18
C 0.06 0.00 -0.04
H 0.09 0.07 -0.06
H -0.04 0.09 -0.12
O -0.58 -1.95 1.46
C 0.83 -0.25 0.43
C -0.02 0.03 -0.05
C -0.36 0.33 -0.61
C -0.04 -0.29 -0.09
C -0.01 -0.06 0.00
H 0.06 -0.02 -0.09
H -0.06 -0.08 -0.04
H -0.12 0.03 0.11
N -0.38 -0.41 0.26
H -0.20 0.01 -0.15
O 0.77 -0.07 -0.96
C 0.84 -0.39 1.68
H 0.11 -0.03 0.11
C 0.11 -0.10 0.20
C 0.36 -0.20 -0.01
C 0.08 -0.05 0.01
H 0.03 -0.17 0.06
H -0.10 0.02 0.05
H -0.06 0.03 -0.08
H 0.00 0.10 0.05
N 0.19 3.36 -2.03
C -0.74 0.71 0.20
H 0.06 -0.06 0.21
H -0.11 -0.23 -0.04
C 0.03 -0.23 -0.05
C -0.07 0.00 -0.04
C 0.05 -0.07 0.65
C -0.62 -0.22 1.32
C -0.11 0.26 -0.62
N -4.14 0.18 -0.16
Cl -0.76 -0.40 0.21
C 0.07 0.11 0.03
C 0.03 0.02 0.15
C -2.19 -0.66 -0.63
H -0.03 -0.01 -0.17
H 0.19 -0.08 0.20
H -0.14 0.03 -0.11
N 0.21 -0.38 0.16
H 0.08 0.05 -0.10
C -0.42 0.09 -0.58
H -0.12 0.00 0.05
C 1.44 0.87 -0.57
C -0.01 -0.26 0.15
C -0.18 -0.02 0.44
C -0.04 -0.34 -0.25
C -0.27 0.10 0.10
H 0.03 0.09 -0.06
C -0.12 0.03 -0.02
N -0.43 0.20 -0.79

Properties
Relative energy (zero: lowest compared OMol25 entry of this formula, charge and spin) (kJ/mol): 439.5
HOMO level (alpha / beta) (eV): -8.27 / -9.27
LUMO energy (alpha / beta) (eV): -3.0 / -3.5
Net charge: +1
Gap between HOMO and LUMO (alpha / beta) (eV): 5.26 / 5.79
Spin multiplicity: 6
Electronic energy (eV): -156094.890

These are the Löwdin partial charges, in e, on atoms 1 to 8:
1. N 0.089
2. S 0.890
3. C -0.063
4. H 0.085
5. C -0.001
6. N -0.100
7. C -0.054
8. H 0.111

=====

Density functional theory data (wB97M-V/def2-TZVPD) for a structure of composition C42H28Cl3IN5O2V.

Positions of all 82 atoms, in Å:
C -3.1524 -1.8098 0.7105
C 1.4187 -2.6246 -4.3044
I 1.7724 -3.6194 1.9658
C -1.3496 -1.7615 2.2899
H 2.9410 1.8615 -1.5133
N 2.6154 1.2167 0.3949
C -4.0040 2.6150 0.5655
C -0.1698 2.5541 -1.6927
O 1.3326 -1.0314 -0.5317
Cl 1.5972 -0.3738 5.0504
H -1.0795 6.1760 1.0010
H -0.1215 0.8994 -3.6516
H 0.0749 2.4055 2.7100
N -0.0097 2.4847 0.6818
H 0.8179 -6.4925 1.3135
N 0.1846 1.1861 -1.6300
C 3.9929 0.5873 4.2179
H 5.3205 2.4850 -1.1027
Cl 1.4107 -3.3893 -5.8683
H -5.0959 3.4233 -1.1017
V 0.4483 0.4311 0.3020
C 3.1273 1.0181 1.6357
C -1.8533 -2.9099 2.8844
C 4.7289 2.0719 -0.2974
C -3.0002 -3.5214 2.4000
C 4.8663 1.1005 3.3045
C -0.1308 3.0443 1.8595
C 2.1669 -3.2012 -3.2631
H -0.9647 5.1742 -3.6844
C -2.4321 0.8427 0.0631
C -1.2004 -4.1951 -0.9383
H -0.4594 -1.2944 2.6806
C -0.7035 -6.4071 -0.2172
H 2.7413 -4.0966 -3.4634
C -0.6568 4.5617 -0.3688
H 4.3144 0.4119 5.2354
H -2.3784 0.2210 -1.9778
H 0.2146 -0.9868 -4.9207
C -0.9128 5.2711 -1.5625
H -3.3882 -4.4180 2.8677
H -4.4714 3.2703 1.2917
H -1.2046 6.3129 -1.5086
N -0.2976 -3.6670 -0.1106
C 4.4564 1.3390 1.9718
H -1.7537 -3.4869 -1.5463
Cl 6.4959 1.4722 3.7852
C -0.5183 4.3880 2.0229
C -0.7778 5.1387 0.9162
H -0.8588 -7.4778 -0.2555
C 5.2613 1.8817 0.9468
C -4.3586 2.7001 -0.7760
C -1.4373 -5.5557 -1.0311
C -0.2715 3.2108 -0.4398
C 2.2030 0.4662 2.5744
C 0.3823 -4.4895 0.6546
C 2.1736 -2.6367 -2.0181
H 2.7367 -3.0733 -1.2029
C 3.3857 1.7244 -0.5329
H -2.1782 -5.9362 -1.7211
C -1.9785 -1.2027 1.1766
C 0.7306 -0.8572 -2.8217
H -3.6705 -1.3882 -0.1421
H -1.3345 -3.3284 3.7394
C -3.6511 -2.9541 1.3127
C 0.7389 -1.4618 -4.1000
C -2.8248 0.9100 -1.2716
O 0.9859 0.2069 2.1822
H 6.2893 2.1413 1.1598
H -0.3160 2.8281 -3.8086
C 0.2305 -5.8716 0.6527
C -0.7807 4.6371 -2.7627
H -2.7849 1.6081 2.0264
C -3.7737 1.8350 -1.6894
C -0.4059 3.2804 -2.8311
C 0.2190 0.4662 -2.7138
C 1.3878 -1.4931 -1.7354
C -3.0593 1.6897 0.9809
N -1.4331 -0.0719 0.5097
H -0.6091 4.7938 3.0205
H -4.5554 -3.4082 0.9240
C 2.6688 0.2777 3.8596
H -4.0642 1.8717 -2.7331

Atomic forces in eV per Å
C 0.01 0.00 0.03
C -0.02 0.01 -0.02
I 0.13 -0.04 0.03
C -0.02 -0.01 -0.03
H 0.00 0.00 0.01
N -0.20 -0.03 0.04
C 0.02 0.00 0.01
C -0.01 0.01 -0.11
O -0.44 0.25 -0.19
Cl 0.00 -0.01 0.03
H 0.00 -0.02 0.01
H -0.03 0.03 0.00
H -0.01 0.00 0.02
N -0.10 -0.28 -0.23
H 0.00 0.00 -0.02
N 0.18 -0.03 0.08
C 0.04 0.00 0.05
H 0.00 -0.01 0.01
Cl 0.00 0.01 0.00
H 0.01 -0.01 0.00
V 0.64 -0.45 0.34
C 0.04 0.03 -0.03
C 0.01 0.03 0.00
C 0.02 0.01 0.00
C 0.00 -0.02 0.01
C 0.02 -0.01 0.05
C 0.04 -0.02 0.02
C 0.06 -0.04 0.01
H 0.00 -0.01 0.02
C -0.08 -0.19 0.09
C 0.02 0.03 0.01
H 0.02 0.00 0.01
C 0.01 0.01 0.01
H -0.01 0.01 0.02
C 0.00 -0.06 0.02
H -0.01 0.00 -0.01
H -0.02 -0.02 -0.01
H 0.01 0.01 0.01
C 0.00 0.04 0.01
H 0.01 0.02 -0.01
H 0.01 -0.02 -0.01
H 0.00 -0.03 0.00
N 0.01 -0.05 -0.05
C -0.04 0.01 -0.07
H 0.02 -0.01 0.01
Cl -0.01 0.00 0.00
C -0.01 0.01 0.02
C 0.00 0.06 0.04
H 0.00 0.00 0.00
C 0.00 0.00 -0.02
C 0.00 0.01 -0.02
C 0.00 0.01 0.00
C -0.14 0.21 0.04
C 0.03 0.12 -0.04
C -0.08 0.01 -0.04
C -0.17 -0.16 0.08
H -0.03 -0.01 -0.01
C -0.02 -0.03 -0.06
H 0.01 0.01 0.01
C -0.01 -0.01 -0.15
C 0.09 0.07 0.07
H 0.00 0.00 0.01
H -0.01 0.01 -0.01
C -0.01 0.02 -0.03
C 0.01 -0.02 -0.03
C 0.00 0.04 0.00
O -0.41 0.34 -0.06
H 0.00 0.00 0.00
H 0.01 0.01 0.00
C -0.01 0.01 0.03
C 0.01 -0.02 -0.05
H -0.01 0.00 0.00
C 0.01 0.00 0.00
C -0.01 0.06 -0.07
C -0.06 0.08 0.14
C 0.03 0.08 -0.07
C 0.04 0.03 -0.06
N 0.37 0.05 0.13
H 0.01 0.01 -0.01
H 0.01 0.00 0.00
C -0.01 -0.10 -0.03
H 0.01 0.00 0.02

Properties
HOMO level (alpha / beta) (eV): -7.03 / -7.04
LUMO energy (alpha / beta) (eV): -1.0 / -1.0
Net charge: 0
Gap between HOMO and LUMO (alpha / beta) (eV): 6.07 / 6.08
Spin multiplicity: 1
Electronic energy (eV): -126913.445

These are the Löwdin partial charges, in e, on atoms 1 to 8:
1. C -0.041
2. C -0.674
3. I 0.952
4. C -0.069
5. H 0.116
6. N 0.076
7. C -0.083
8. C -0.188

=====

Density functional theory data (wB97M-V/def2-TZVPD) for the ion C24H30Br2FINO3 with charge +1 at a distorted geometry.

Positions of all 62 atoms, in Å:
H -0.5041 0.9245 4.0593
C -0.0234 1.7449 3.3373
H -3.9237 1.1617 -3.3155
C 1.4649 2.5039 5.4768
C 0.9069 -3.8260 0.6060
H 1.8134 3.1388 3.2878
C -3.4019 -1.0726 -3.2146
H 1.5242 1.4630 6.0502
C 1.5772 4.2095 0.3200
H -1.5923 -4.4428 -0.3556
H 0.7895 6.4639 -0.4906
H 1.1653 -3.9814 -2.4439
C -1.0065 -5.4383 -0.5795
C 0.5095 -1.4056 2.8886
C 0.1768 1.1409 1.7882
C -2.9532 0.5257 -3.1583
H -1.4569 -0.1735 -4.8800
C 0.2411 1.7133 -0.7779
H -0.7859 4.1768 0.0868
H 1.3459 -5.5361 -0.9270
H -3.3148 -1.4600 -2.0975
H 2.5679 3.6466 0.8443
C -0.0439 3.6707 0.8356
Br 2.8920 -3.9831 1.0618
O -0.8687 1.6884 -4.0182
C 1.4646 2.1806 3.8678
C 0.4180 0.9769 -4.0039
C 0.7857 -2.5518 -0.3957
C -1.9786 0.7995 -4.4567
I -1.6866 -2.0254 5.3263
C 0.5459 -0.1806 -2.8323
C 0.9411 -2.8853 -2.0266
H 2.8307 6.0801 -0.1806
C 0.4464 0.1451 -1.1980
H -2.3928 0.7994 -2.1575
H -1.5507 -6.3295 -0.0189
H -0.0396 4.1005 1.9137
H -0.8142 2.6235 3.3127
H 0.8131 -0.8129 3.8800
H 2.4145 3.1740 5.7208
H -2.6724 -1.6963 -3.9018
H 0.9196 -2.0318 -4.3702
O -1.8182 -2.3127 2.1767
H 1.3104 -2.2850 2.8539
C -1.0301 -1.9555 3.1999
H 0.2255 -3.8096 1.5561
Br 0.9066 -6.6810 1.3632
N 0.1164 2.1788 0.6906
H 0.1695 2.5125 -1.6619
O 1.6749 4.7487 -1.1436
C 0.5532 -5.3025 -0.0989
H 0.7070 0.5806 -5.0764
C 0.5421 -0.9817 -0.0137
H -2.6048 1.2828 -5.3297
H 1.2432 1.7948 -3.7289
H -4.4896 -1.2286 -3.6304
C 1.6889 5.9148 0.0160
C 0.4220 -0.4974 1.5412
H 0.5029 3.1122 5.7795
C 0.8046 -1.7477 -3.2212
H -0.9812 -5.6792 -1.7402
F 2.5125 1.1368 3.6043

Atomic forces in eV per Å
H 1.18 1.67 -1.80
C 0.35 -1.24 -0.88
H 1.99 -1.01 0.65
C 0.51 -0.24 -0.52
C -0.64 -0.69 -1.06
H -0.54 -1.98 0.96
C 0.29 0.12 0.76
H -0.19 2.40 -1.15
C -0.80 3.86 -1.70
H 1.19 -1.96 -0.58
H 1.87 -0.35 2.16
H -0.60 2.66 1.35
C 0.22 -0.25 -0.23
C -0.47 0.30 0.87
C -0.06 -1.81 -0.76
C -0.21 -0.92 -1.46
H -1.40 1.75 0.95
C 0.11 -2.88 1.56
H 1.25 -1.37 1.63
H -1.67 0.39 1.67
H -0.41 0.45 -2.49
H -2.93 1.60 -1.73
C 3.98 1.66 -0.82
Br -1.31 0.59 0.01
O 0.89 -1.85 -0.58
C 0.11 0.87 0.84
C 0.96 0.83 0.83
C -0.21 1.25 -4.40
C -0.09 -0.32 0.34
I 0.54 0.06 -1.71
C 0.47 -4.33 1.38
C -0.60 3.01 1.23
H -2.52 1.05 1.18
C -0.22 1.57 0.54
H -1.19 -0.58 -2.17
H 1.30 1.98 -1.24
H -0.58 -1.31 -1.93
H 1.99 -1.64 0.07
H -0.56 -0.93 -2.61
H -2.05 -1.63 -0.44
H -1.41 1.28 1.52
H -0.28 0.56 2.86
O 5.02 2.29 6.98
H -1.94 1.74 -0.33
C -2.87 -1.77 -6.21
H 1.57 0.44 -1.79
Br -0.34 0.88 -1.06
N -0.17 -4.57 -2.72
H 0.14 -1.67 2.45
O -0.29 -1.67 4.94
C -0.06 0.80 -0.02
H -0.70 0.34 2.30
C 0.17 -0.33 0.43
H 1.51 -0.69 1.76
H -1.87 -1.69 -0.62
H 2.17 0.39 0.98
C 1.04 -5.13 -3.80
C -0.16 4.08 -2.23
H 1.88 -1.35 -0.66
C -0.44 2.63 3.66
H -0.31 0.64 2.47
F -2.61 2.01 0.41

Properties
HOMO level (eV): -11.17
LUMO energy (eV): -4.9
Structure (SMILES): CCCOCc1ccc([C@H](Br)[C@H](C)Br)c2c(CC(=O)I)c(C[C@@H](C)F)[n+](C[C@@H]3CO3)cc12
Net charge: +1
Gap between HOMO and LUMO (eV): 6.31
Spin multiplicity: 1
Electronic energy (eV): -183881.120

These are the Löwdin partial charges, in e, on atoms 1 to 8:
1. H 0.110
2. C -0.088
3. H 0.112
4. C -0.064
5. C -0.654
6. H 0.135
7. C -0.132
8. H 0.108